[1]
113
Properties=species:S:1:pos:R:3:forces:R:3 method="wB97M-V/def2-TZVPD" de_lowest_kj_mol=0.0 multiplicity=1 orbital_gap_ha=0.35433 total_charge=0 lumo_ev=-0.32
C -3.387 0.068 0.512 -0.11 -0.24 0.20
O -2.277 0.823 0.969 -0.08 0.11 -0.19
C -1.724 1.739 0.053 0.14 -0.07 0.17
C -2.260 3.200 0.107 -0.23 -0.60 -1.20
C -2.835 3.682 -1.247 -0.58 0.39 0.44
C -4.200 3.071 -1.585 0.41 -0.30 -0.19
C -5.239 3.343 -0.503 0.08 0.99 -1.04
N -6.556 2.832 -0.876 1.03 -0.55 1.04
C -6.631 1.421 -0.996 -1.13 -0.76 0.98
O -7.296 0.746 -0.277 0.19 0.12 -0.34
F -5.962 0.864 -1.991 0.29 0.69 -0.18
C -7.700 3.268 -0.138 -1.43 -0.10 -0.69
O -8.776 3.242 -0.630 0.17 0.07 0.09
F -7.555 3.684 1.115 1.02 -0.02 -0.37
O -4.842 2.842 0.780 0.29 -0.24 -0.25
S -3.498 3.539 1.320 1.28 1.58 2.35
O -3.221 3.004 2.612 -0.35 -0.96 -0.46
O -3.655 4.972 1.340 -0.62 -0.24 -1.05
H -4.280 0.292 1.103 0.06 0.13 0.02
H -3.164 -0.992 0.649 0.05 0.01 -0.10
H -3.615 0.250 -0.540 0.12 -0.04 -0.05
H -0.657 1.788 0.277 -0.03 0.00 0.10
H -1.801 1.352 -0.967 -0.17 0.17 0.06
H -1.429 3.872 0.337 -0.45 -0.16 0.38
H -2.962 4.766 -1.182 0.20 0.02 -0.08
H -2.130 3.475 -2.050 0.07 -0.09 0.06
H -4.064 2.007 -1.778 -0.13 0.01 0.15
H -4.568 3.511 -2.513 -0.06 0.00 0.02
H -5.332 4.431 -0.426 -0.16 -0.07 0.18
C 0.255 -1.926 -1.621 -0.22 -0.07 -0.02
N -0.190 -0.560 -1.991 -0.03 -0.10 0.12
O -1.367 -0.386 -2.232 -0.04 -0.02 -0.18
O 0.650 0.319 -2.013 0.05 0.07 -0.08
H -0.609 -2.580 -1.631 -0.03 0.05 0.01
H 0.998 -2.250 -2.338 0.10 0.11 0.00
H 0.679 -1.861 -0.626 0.06 0.01 0.02
C 2.318 -6.352 -2.165 0.21 -0.01 -0.14
N 1.896 -4.981 -1.776 0.01 0.05 0.02
O 2.380 -4.034 -2.370 0.13 -0.22 -0.03
O 1.087 -4.888 -0.880 -0.05 0.03 0.04
H 3.038 -6.274 -2.970 -0.02 0.07 -0.01
H 2.750 -6.815 -1.282 -0.14 -0.01 0.03
H 1.427 -6.887 -2.479 -0.03 -0.02 0.10
C 3.507 1.815 -2.731 -0.11 -0.08 -0.11
N 4.992 1.875 -2.670 -0.11 0.04 -0.04
O 5.614 1.653 -3.691 0.09 -0.04 0.02
O 5.492 2.141 -1.598 0.02 0.01 -0.03
H 3.213 1.570 -3.744 0.06 0.00 -0.01
H 3.179 1.051 -2.032 -0.02 0.07 0.07
H 3.130 2.790 -2.436 0.01 -0.02 0.11
C -6.627 2.870 4.162 0.23 -0.12 -0.16
N -6.536 2.676 5.636 0.00 0.02 -0.02
O -5.494 2.255 6.091 -0.02 -0.02 0.02
O -7.523 2.955 6.285 0.00 0.01 0.01
H -5.681 2.579 3.718 0.03 0.02 0.07
H -7.439 2.244 3.805 -0.08 0.09 0.03
H -6.835 3.920 3.981 -0.10 -0.01 0.04
C 8.162 1.306 -5.959 -0.14 0.09 -0.06
N 8.778 0.168 -6.694 -0.03 0.02 -0.01
O 8.278 -0.162 -7.749 0.02 -0.01 0.01
O 9.743 -0.355 -6.179 0.00 -0.01 0.01
H 7.316 1.669 -6.531 0.00 -0.05 -0.03
H 7.845 0.938 -4.989 0.05 0.03 0.03
H 8.922 2.074 -5.852 0.04 -0.05 0.07
C 2.610 -3.288 2.169 -0.18 -0.13 0.01
N 2.162 -1.921 1.796 0.05 -0.05 0.08
O 0.982 -1.761 1.541 0.08 0.12 0.02
O 3.002 -1.048 1.761 -0.01 0.01 -0.07
H 1.753 -3.948 2.139 -0.06 0.07 -0.04
H 3.359 -3.591 1.443 0.06 0.07 0.02
H 3.032 -3.239 3.168 0.03 0.08 -0.02
C -1.464 -1.303 4.560 -0.08 0.09 -0.04
N -0.891 -2.478 3.847 -0.11 0.16 -0.06
O -1.414 -2.811 2.809 -0.03 -0.19 0.02
O 0.070 -3.021 4.358 0.02 -0.03 -0.05
H -2.299 -0.926 3.982 0.03 -0.01 -0.05
H -1.780 -1.641 5.542 0.09 0.00 0.03
H -0.677 -0.558 4.642 0.03 -0.04 0.05
C 2.805 -7.888 3.100 0.03 0.08 0.16
N 2.766 -7.188 1.788 0.03 0.04 0.14
O 3.211 -6.061 1.737 0.03 -0.12 -0.14
O 2.290 -7.794 0.850 0.04 -0.04 -0.03
H 3.254 -7.223 3.828 0.00 0.04 -0.05
H 1.781 -8.134 3.367 0.00 -0.07 -0.06
H 3.397 -8.789 2.968 -0.07 -0.04 -0.04
C 0.512 6.987 1.857 -0.02 0.17 -0.04
N -0.079 5.878 1.063 -0.02 0.03 0.09
O -0.529 6.134 -0.035 0.03 -0.05 -0.03
O -0.074 4.775 1.573 0.21 0.16 0.04
H 0.435 7.899 1.278 -0.03 -0.03 -0.04
H -0.051 7.055 2.782 0.04 -0.07 0.03
H 1.548 6.727 2.053 -0.03 -0.06 0.07
C 7.914 0.004 -1.451 -0.15 0.01 -0.01
N 8.340 -1.250 -0.771 -0.02 0.05 -0.05
O 7.502 -1.852 -0.126 0.03 -0.05 0.03
O 9.494 -1.591 -0.904 0.00 -0.01 0.03
H 6.868 0.172 -1.237 0.01 -0.03 0.06
H 8.527 0.811 -1.063 0.06 -0.02 -0.05
H 8.084 -0.131 -2.515 0.11 0.01 0.01
C 6.798 -2.793 2.875 0.09 -0.13 -0.07
N 5.670 -3.115 3.789 0.17 0.01 -0.02
O 5.535 -4.270 4.143 -0.11 0.01 -0.02
O 4.952 -2.194 4.115 -0.02 -0.04 0.09
H 7.349 -3.704 2.672 -0.04 -0.03 0.03
H 6.374 -2.383 1.964 0.00 0.10 0.05
H 7.422 -2.059 3.375 -0.07 0.08 -0.03
C -9.195 0.872 -3.035 0.07 0.07 0.00
N -9.808 0.144 -4.179 0.06 0.02 -0.02
O -9.168 0.065 -5.208 -0.02 -0.01 0.00
O -10.913 -0.322 -4.000 -0.01 -0.01 -0.01
H -8.219 1.228 -3.345 -0.02 -0.02 -0.09
H -9.850 1.700 -2.781 -0.04 -0.06 0.07
H -9.117 0.174 -2.207 -0.10 0.02 0.03

***

[2]
83
Properties=species:S:1:pos:R:3:forces:R:3 method="wB97M-V/def2-TZVPD" multiplicity=1 orbital_gap_ha=0.35599 total_charge=0 lumo_ev=0.38
C 1.755 -1.609 2.259 -0.13 -0.02 -0.25
C 0.333 -1.228 1.830 0.07 0.08 0.20
C 0.293 -0.293 0.622 -0.09 -0.20 0.18
C 0.557 -1.025 -0.708 -0.24 0.81 -0.12
C 1.719 -0.442 -1.531 -0.82 -0.66 0.39
O 2.735 -1.494 -1.726 -0.02 0.18 -0.04
S 2.287 -2.401 -2.957 0.02 -0.19 -0.01
O 1.840 -3.668 -2.507 -0.19 -0.10 0.02
O 3.285 -2.323 -3.967 0.16 0.05 -0.01
O 1.019 -1.533 -3.413 0.04 0.07 0.02
C 1.369 -0.185 -2.984 0.97 0.46 -0.23
C 0.416 0.906 -3.385 -0.51 -0.30 0.14
C 1.065 2.316 -3.486 0.10 -0.19 -0.16
N 0.047 3.288 -3.126 0.22 0.13 -0.08
N 2.219 2.419 -2.593 -0.02 0.26 0.04
N 1.478 2.643 -4.853 0.00 0.20 0.17
H 2.447 -0.790 2.042 0.01 0.01 0.09
H 2.114 -2.485 1.716 0.06 0.00 0.03
H 1.779 -1.794 3.331 0.11 -0.14 -0.15
H -0.169 -0.754 2.677 0.02 0.07 -0.02
H -0.242 -2.130 1.603 -0.05 0.02 0.02
H 1.022 0.506 0.793 0.01 0.00 -0.08
H -0.684 0.193 0.588 -0.01 -0.01 -0.09
H 0.729 -2.085 -0.532 0.06 0.00 -0.04
H -0.344 -0.952 -1.318 0.00 -0.26 0.08
H 2.112 0.425 -1.012 0.71 -0.14 -0.29
H 2.326 -0.005 -3.495 -0.06 0.30 -0.02
H 0.037 0.666 -4.379 -0.13 -0.04 0.05
H -0.450 0.959 -2.722 0.06 -0.07 0.09
H 0.044 3.417 -2.119 -0.20 -0.15 -0.01
H 0.296 4.179 -3.545 -0.03 0.00 0.02
H 2.458 3.403 -2.510 -0.01 -0.03 -0.01
H 3.042 1.975 -2.992 -0.06 -0.12 0.07
H 0.718 2.505 -5.509 0.05 -0.13 -0.03
H 2.282 2.097 -5.135 -0.12 -0.10 -0.09
C 1.190 -3.051 6.772 -0.03 0.01 -0.03
C 1.541 -1.633 6.386 0.01 -0.02 -0.02
O 1.157 -1.141 5.334 -0.02 0.03 0.21
N 2.300 -0.915 7.250 0.00 -0.02 0.02
C 2.837 -1.332 8.530 0.01 0.12 -0.07
H 0.592 -3.479 5.973 0.02 0.02 -0.03
H 2.090 -3.655 6.898 -0.01 -0.01 0.04
H 0.618 -3.077 7.700 0.02 -0.02 0.02
H 2.498 0.021 6.932 0.00 0.00 0.00
H 2.462 -0.693 9.331 -0.01 -0.04 0.03
H 3.927 -1.275 8.526 0.00 -0.04 0.02
H 2.548 -2.355 8.745 0.00 -0.01 0.01
C -3.148 -4.218 -2.057 0.00 0.03 0.04
C -2.604 -2.907 -2.575 0.09 -0.05 -0.02
O -2.256 -2.013 -1.820 -0.11 0.06 0.02
N -2.502 -2.757 -3.920 -0.08 0.00 0.01
C -2.852 -3.704 -4.958 0.08 0.12 -0.01
H -3.158 -4.172 -0.973 0.01 0.03 0.00
H -4.163 -4.389 -2.416 0.01 -0.04 -0.02
H -2.519 -5.051 -2.372 -0.03 -0.01 -0.02
H -2.121 -1.866 -4.198 0.04 -0.02 0.00
H -1.976 -3.958 -5.558 -0.01 -0.05 0.01
H -3.614 -3.289 -5.619 -0.03 -0.04 0.00
H -3.240 -4.617 -4.519 0.00 -0.01 0.00
C -0.325 7.548 -7.398 -0.04 0.03 0.01
C -0.368 7.552 -5.886 0.01 0.00 -0.01
O -1.197 8.194 -5.266 -0.01 0.01 0.00
N 0.564 6.803 -5.234 -0.02 -0.05 -0.04
C 1.622 5.982 -5.797 -0.07 0.05 0.21
H -1.125 8.187 -7.757 -0.01 0.01 0.03
H 0.628 7.931 -7.763 0.01 -0.04 -0.02
H -0.469 6.541 -7.791 0.04 0.00 -0.02
H 0.480 6.854 -4.231 0.02 0.03 0.00
H 1.511 4.938 -5.494 0.08 0.11 -0.09
H 2.596 6.340 -5.455 0.04 -0.02 -0.08
H 1.599 6.034 -6.881 0.01 0.01 -0.01
C -4.094 -1.343 7.903 -0.02 -0.04 0.04
C -3.372 -2.641 7.618 0.00 0.00 0.00
O -3.538 -3.634 8.308 0.00 0.01 0.02
N -2.521 -2.659 6.560 -0.04 0.07 0.03
C -2.190 -1.583 5.640 0.07 -0.31 0.06
H -4.727 -1.494 8.772 0.01 -0.03 0.00
H -3.387 -0.539 8.111 -0.01 0.02 -0.04
H -4.715 -1.048 7.056 0.03 0.04 -0.01
H -2.076 -3.553 6.421 -0.01 0.00 -0.01
H -2.450 -1.870 4.620 -0.02 0.10 -0.03
H -1.120 -1.381 5.678 -0.05 0.15 -0.12
H -2.736 -0.681 5.898 0.00 0.00 0.01

***

[3]
74
Properties=species:S:1:pos:R:3:forces:R:3 method="wB97M-V/def2-TZVPD" de_lowest_kj_mol=163.8 multiplicity=3 orbital_gap_ha="0.22994 / 0.17160" total_charge=+3 lumo_ev="-11.81 / -13.32" s_squared=2.1148
W 0.178 0.060 -1.066 -2.57 -1.83 -2.64
P -0.028 -2.326 -1.334 0.37 -3.15 -0.22
P 0.016 2.454 -1.045 -0.71 3.22 0.23
N 0.375 0.137 -3.036 0.57 0.92 1.49
C 0.170 -2.376 -3.173 -0.05 -0.11 -0.04
H 0.901 -3.159 -3.421 -0.35 0.17 0.00
H -0.821 -2.678 -3.539 0.23 -0.08 -0.03
C 0.558 -1.062 -3.874 0.02 -0.03 -0.60
H 1.603 -1.104 -4.250 -0.47 0.23 0.39
H -0.080 -0.916 -4.769 0.35 -0.06 0.37
C 0.506 1.409 -3.720 -0.04 0.62 -1.07
H -0.136 1.381 -4.626 0.36 0.01 0.41
H 1.547 1.528 -4.097 -0.48 -0.28 0.27
C 0.097 2.620 -2.864 -0.08 0.03 -0.86
H -0.906 2.939 -3.177 0.23 0.01 0.10
H 0.799 3.443 -3.068 -0.25 -0.10 0.09
C 1.439 3.430 -0.369 0.77 -0.73 0.20
C 1.689 3.185 1.119 0.02 -0.13 0.33
H 2.544 3.803 1.432 -0.25 -0.23 -0.09
H 1.940 2.137 1.324 -0.08 0.32 0.09
H 0.825 3.472 1.734 0.39 -0.09 -0.19
C -1.589 3.197 -0.506 -0.16 -0.47 -0.08
C -1.733 3.207 1.017 0.02 0.00 0.24
H -2.773 3.451 1.276 0.30 -0.09 -0.14
H -1.094 3.968 1.485 -0.26 -0.21 -0.18
H -1.506 2.222 1.451 -0.05 0.19 0.09
C -1.627 -3.128 -0.859 -0.48 0.51 -0.24
C -1.768 -3.260 0.659 0.01 -0.03 0.33
H -2.806 -3.530 0.902 0.28 0.11 -0.18
H -1.535 -2.317 1.178 -0.03 -0.26 0.00
H -1.134 -4.064 1.055 -0.25 0.26 -0.15
C 1.391 -3.343 -0.690 0.33 0.44 0.18
C 1.554 -3.301 0.831 0.17 -0.06 0.22
H 2.526 -3.759 1.068 -0.30 0.13 0.01
H 0.775 -3.877 1.347 0.38 0.23 -0.19
H 1.570 -2.282 1.236 -0.12 -0.26 0.02
C 1.788 -0.107 -0.024 8.71 -0.77 6.39
O 2.788 -0.146 0.647 -5.76 0.20 -4.40
C -1.878 4.560 -1.137 0.05 0.20 -0.16
H -1.186 5.333 -0.785 -0.33 -0.24 -0.12
H -1.843 4.523 -2.231 -0.07 0.17 0.19
H -2.893 4.860 -0.846 0.23 -0.10 -0.10
C -1.876 -4.438 -1.613 0.12 -0.14 -0.12
H -2.886 -4.792 -1.371 0.21 0.13 -0.03
H -1.827 -4.294 -2.698 -0.08 -0.19 0.18
H -1.166 -5.221 -1.326 -0.35 0.23 -0.11
C 1.368 -4.798 -1.183 0.00 -0.16 -0.12
H 2.374 -5.215 -1.022 -0.30 0.12 -0.06
H 0.660 -5.410 -0.604 0.33 0.26 -0.23
H 1.142 -4.886 -2.253 0.04 -0.14 0.29
C 1.363 4.932 -0.671 -0.27 0.24 -0.22
H 0.650 5.446 -0.010 0.28 -0.21 -0.23
H 2.357 5.362 -0.479 -0.23 -0.22 -0.05
H 1.113 5.141 -1.718 0.02 0.12 0.26
H 2.288 3.004 -0.935 -0.12 0.16 0.11
H 2.264 -2.834 -1.141 -0.20 -0.14 0.05
H -2.309 2.463 -0.906 -0.03 0.15 0.01
H -2.367 -2.382 -1.197 0.04 -0.21 0.02
H -0.961 -0.776 -2.089 -0.51 -0.18 0.55
H -0.333 1.038 0.210 0.14 1.44 0.58
C -0.701 -1.769 4.529 -0.12 -0.11 -0.08
P -0.335 -0.198 3.730 0.02 -0.27 1.16
C -1.071 1.102 4.735 -0.11 0.13 -0.10
C 1.446 0.034 3.874 0.19 0.18 0.01
O -0.848 -0.198 2.316 0.15 0.27 -1.81
H -0.147 -2.573 4.027 -0.04 0.17 0.14
H -1.771 -1.982 4.424 0.19 0.08 0.12
H -0.428 -1.748 5.592 -0.07 -0.03 -0.25
H -0.968 0.878 5.805 -0.01 0.08 -0.26
H -0.577 2.059 4.522 -0.11 -0.20 0.07
H -2.133 1.199 4.479 0.17 -0.10 0.15
H 1.933 -0.204 2.923 -0.03 -0.11 0.30
H 1.658 1.082 4.118 0.05 -0.24 -0.03
H 1.845 -0.606 4.673 -0.01 0.22 -0.25

***

E, respectively: -4356.0695 -2173.6982 -2085.4919 Eh.